Entry 1:
{
  "formula": "C14H25KN6O7P2S2",
  "method": "ωB97M-V/def2-TZVPD",
  "homo_ev": -2.0,
  "gap_ev": 6.16,
  "max_force_ha_per_bohr": 0.0747,
  "total_charge": -2,
  "elements": ["K", "C", "C", "N", "C", "C", "S", "C", "C", "N", "H", "H", "H", "H", "H", "H", "H", "H", "H", "H", "H", "H", "H", "H", "C", "C", "N", "N", "C", "N", "S", "C", "C", "C", "C", "C", "N", "H", "H", "H", "H", "H", "H", "H", "H", "H", "O", "P", "O", "O", "O", "P", "O", "O", "O", "H", "H"],
  "xyz": [[1.39, -0.06, -0.56], [-2.18, 1.52, -2.19], [-1.11, 0.91, -3.13], [-0.42, -0.16, -2.46], [-0.94, -1.49, -2.61], [-2.22, -1.76, -1.84], [-2.12, -1.49, -0.03], [-3.29, -0.10, 0.22], [-2.67, 1.30, 0.20], [-1.69, 1.47, -0.84], [-2.42, 2.55, -2.53], [-3.10, 0.93, -2.25], [-1.59, 0.58, -4.07], [-0.38, 1.69, -3.36], [0.56, -0.16, -2.69], [-1.14, -1.75, -3.67], [-0.17, -2.17, -2.23], [-3.05, -1.16, -2.21], [-2.48, -2.81, -1.97], [-4.09, -0.21, -0.51], [-3.72, -0.28, 1.21], [-3.50, 2.03, 0.13], [-2.15, 1.46, 1.15], [-1.12, 2.28, -0.62], [-0.96, 1.17, 4.00], [0.03, 0.79, 2.91], [0.63, 1.71, 2.22], [0.55, 2.96, 2.60], [0.32, 4.05, 1.95], [0.92, 5.20, 2.50], [-0.74, 4.32, 0.66], [0.40, -0.59, 2.68], [-0.38, -1.67, 3.12], [0.05, -2.96, 2.91], [1.26, -3.16, 2.27], [1.99, -2.04, 1.88], [1.58, -0.81, 2.08], [-1.47, 2.08, 3.69], [-0.42, 1.39, 4.92], [-1.69, 0.40, 4.20], [1.24, 5.09, 3.45], [0.40, 6.04, 2.32], [-1.33, -1.50, 3.62], [-0.55, -3.79, 3.25], [1.63, -4.15, 2.06], [2.95, -2.16, 1.40], [5.34, 0.18, -1.92], [3.93, -0.44, -2.49], [4.13, -0.86, -3.90], [2.84, 0.53, -2.16], [3.83, -1.73, -1.51], [2.54, -2.78, -1.67], [2.15, -2.56, -3.23], [3.05, -4.15, -1.43], [1.41, -2.26, -0.83], [5.11, 0.57, -1.08], [2.87, -2.02, -3.60]]
}

***

Entry 2:
{
  "formula": "C14H25N4O10P2RhS",
  "method": "ωB97M-V/def2-TZVPD",
  "homo_ev": [-4.8, -4.8],
  "gap_ev": [6.81, 6.93],
  "multiplicity": 2,
  "max_force_ha_per_bohr": 0.0465,
  "s2": 1.028,
  "total_charge": -1,
  "elements": ["Rh", "N", "C", "C", "P", "O", "O", "O", "P", "O", "O", "O", "H", "H", "H", "H", "H", "H", "H", "H", "O", "C", "O", "C", "N", "C", "C", "C", "H", "H", "H", "H", "H", "H", "H", "H", "H", "O", "N", "C", "C", "C", "C", "C", "H", "H", "H", "H", "H", "C", "O", "H", "H", "H", "S", "C", "N"],
  "xyz": [[0.76, -0.83, 0.57], [2.96, 2.73, -0.10], [1.98, 2.46, -1.23], [2.03, 3.51, -2.31], [0.36, 2.34, -0.37], [0.37, 3.89, 0.24], [-0.77, 2.18, -1.31], [0.62, 1.45, 0.82], [2.64, 0.78, -1.75], [1.58, 0.09, -2.69], [3.93, 1.09, -2.41], [2.71, 0.08, -0.40], [2.62, 3.46, 0.52], [3.89, 2.90, -0.47], [2.97, 1.79, 0.38], [1.89, 4.52, -1.89], [1.22, 3.32, -3.00], [2.98, 3.46, -2.85], [-0.56, 4.14, 0.32], [0.97, -0.55, -2.16], [-3.35, 0.25, 1.20], [-2.90, -0.24, 0.20], [-1.65, -0.13, -0.20], [-3.79, -1.06, -0.78], [-3.04, -1.35, -2.00], [-3.59, -0.58, -3.12], [-4.42, 0.51, -2.44], [-4.98, -0.21, -1.21], [-4.09, -1.96, -0.24], [-2.91, -2.33, -2.20], [-1.57, -0.58, -1.08], [-4.22, -1.19, -3.78], [-2.78, -0.16, -3.71], [-5.20, 0.90, -3.10], [-3.77, 1.33, -2.13], [-5.83, -0.83, -1.48], [-5.27, 0.47, -0.41], [2.03, -2.43, 1.35], [2.30, -2.16, 2.61], [2.77, -0.92, 2.90], [2.68, -0.41, 4.17], [2.09, -1.15, 5.18], [1.58, -2.41, 4.86], [1.67, -2.88, 3.57], [3.20, -0.42, 2.05], [3.06, 0.58, 4.36], [1.98, -0.75, 6.18], [1.08, -3.00, 5.60], [1.25, -3.80, 3.23], [1.07, -2.72, -1.83], [0.34, -1.59, -1.45], [1.05, -2.84, -2.93], [0.67, -3.64, -1.38], [2.13, -2.65, -1.52], [-1.34, -0.17, 4.44], [-0.87, -0.85, 3.07], [-0.54, -1.43, 2.09]]
}

***

Entry 3:
{
  "formula": "C14H25N4O2S",
  "method": "ωB97M-V/def2-TZVPD",
  "homo_ev": -2.7,
  "gap_ev": 5.67,
  "max_force_ha_per_bohr": 0.0047,
  "total_charge": -1,
  "elements": ["N", "C", "C", "C", "C", "C", "N", "C", "S", "O", "O", "H", "H", "H", "H", "H", "H", "H", "H", "H", "H", "H", "H", "H", "H", "H", "N", "C", "C", "C", "C", "H", "H", "H", "H", "H", "N", "C", "C", "C", "C", "H", "H", "H", "H", "H"],
  "xyz": [[-5.56, 0.38, 1.07], [-5.13, -0.95, 0.64], [-4.45, -0.90, -0.72], [-3.16, -0.07, -0.73], [-2.07, -0.69, -1.60], [-0.68, -0.03, -1.47], [-0.51, 0.65, -0.23], [0.74, 1.21, -0.23], [1.10, 2.11, 1.30], [0.03, 2.14, 2.26], [1.80, 3.35, 0.97], [-6.42, 0.65, 0.61], [-5.74, 0.40, 2.07], [-5.97, -1.67, 0.60], [-4.42, -1.33, 1.38], [-5.17, -0.52, -1.46], [-4.22, -1.93, -1.03], [-3.36, 0.95, -1.08], [-2.77, 0.06, 0.28], [-1.99, -1.75, -1.36], [-2.40, -0.64, -2.65], [-0.50, 0.63, -2.36], [0.07, -0.85, -1.61], [0.98, 1.98, -1.02], [1.63, 0.51, -0.26], [2.07, 1.31, 1.84], [0.19, -4.34, 1.62], [1.43, -3.82, 1.32], [1.29, -2.46, 1.21], [-0.08, -2.13, 1.45], [-0.72, -3.32, 1.69], [-0.01, -5.31, 1.74], [2.29, -4.45, 1.21], [2.08, -1.76, 0.97], [-0.51, -1.15, 1.38], [-1.76, -3.52, 1.90], [4.17, 3.17, -0.75], [5.35, 3.84, -0.65], [6.36, 2.98, -1.01], [5.76, 1.74, -1.34], [4.40, 1.89, -1.16], [3.26, 3.51, -0.47], [5.38, 4.86, -0.32], [7.41, 3.22, -1.04], [6.25, 0.84, -1.67], [3.59, 1.19, -1.29]]
}

***

Entry 4:
{
  "formula": "C14H25NO3Si",
  "method": "ωB97M-V/def2-TZVPD",
  "homo_ev": -7.7,
  "gap_ev": 8.54,
  "max_force_ha_per_bohr": 0.0581,
  "elements": ["O", "O", "O", "C", "C", "C", "C", "C", "C", "N", "C", "C", "C", "C", "C", "C", "C", "C", "Si", "H", "H", "H", "H", "H", "H", "H", "H", "H", "H", "H", "H", "H", "H", "H", "H", "H", "H", "H", "H", "H", "H", "H", "H", "H"],
  "xyz": [[-0.83, -1.01, -2.30], [-1.15, -2.26, 0.09], [-2.75, -0.21, -0.53], [2.10, 0.90, 1.09], [0.21, 2.13, 1.88], [1.27, 0.17, 0.26], [-0.60, 1.38, 1.04], [1.57, 1.92, 1.89], [-0.06, 0.41, 0.21], [2.46, 2.75, 2.66], [3.76, 2.21, 3.14], [2.06, 4.08, 3.19], [-0.05, -0.07, -4.40], [0.75, -3.64, 0.58], [-3.96, -1.87, -1.81], [-0.89, 0.13, -3.13], [-0.28, -3.24, -0.45], [-3.67, -1.26, -0.47], [-1.21, -0.76, -0.68], [3.13, 0.78, 1.00], [-0.25, 2.88, 2.50], [1.69, -0.58, -0.42], [-1.63, 1.58, 1.01], [4.28, 2.93, 3.73], [3.57, 1.37, 3.76], [4.41, 1.97, 2.29], [2.95, 4.70, 3.33], [1.47, 4.61, 2.45], [1.51, 4.06, 4.12], [0.91, -0.42, -4.09], [-0.48, -0.85, -5.03], [0.07, 0.82, -5.06], [1.44, -2.80, 0.67], [0.25, -3.88, 1.52], [1.31, -4.53, 0.28], [-4.74, -2.63, -1.77], [-3.01, -2.22, -2.27], [-4.38, -1.10, -2.44], [-1.94, 0.26, -3.46], [-0.64, 0.99, -2.52], [0.14, -2.79, -1.34], [-0.89, -4.09, -0.75], [-4.61, -0.84, -0.02], [-3.32, -1.97, 0.27]]
}

***

Entry 5:
{
  "formula": "C14H25O12PS",
  "method": "ωB97M-V/def2-TZVPD",
  "homo_ev": -7.4,
  "gap_ev": 7.79,
  "max_force_ha_per_bohr": 0.1937,
  "elements": ["C", "P", "C", "O", "S", "O", "O", "H", "H", "H", "H", "H", "H", "H", "C", "C", "C", "O", "C", "O", "O", "H", "H", "H", "H", "H", "H", "C", "C", "C", "O", "C", "O", "O", "H", "H", "H", "H", "H", "H", "C", "C", "C", "O", "C", "O", "O", "H", "H", "H", "H", "H", "H"],
  "xyz": [[-0.62, 0.16, -3.07], [-0.40, -0.95, -1.54], [-1.20, -2.66, -1.96], [1.26, -1.20, -1.12], [1.93, 0.13, -0.26], [2.13, 1.21, -1.35], [0.78, 0.75, 0.88], [-0.61, -0.41, -4.08], [0.15, 1.02, -3.10], [-1.69, 0.62, -2.98], [-0.87, -3.06, -2.99], [-0.87, -3.36, -1.09], [-2.36, -2.50, -1.97], [1.34, 1.31, 1.48], [6.28, 0.65, 4.17], [5.04, -0.15, 3.83], [5.36, -1.57, 3.44], [4.25, -1.91, 2.62], [3.84, -0.74, 2.04], [3.09, -0.67, 1.09], [4.41, 0.34, 2.65], [5.99, 1.60, 4.64], [6.92, 0.11, 4.88], [6.86, 0.90, 3.28], [4.32, -0.11, 4.65], [5.42, -2.23, 4.31], [6.27, -1.66, 2.85], [-7.36, -5.21, -1.81], [-5.99, -4.72, -2.23], [-5.41, -3.71, -1.28], [-4.52, -2.99, -2.11], [-5.05, -3.04, -3.37], [-4.70, -2.35, -4.28], [-6.04, -3.99, -3.44], [-7.66, -6.07, -2.41], [-7.37, -5.50, -0.76], [-8.12, -4.44, -1.97], [-5.31, -5.57, -2.37], [-4.88, -4.18, -0.45], [-6.15, -3.01, -0.88], [0.82, 3.83, -0.30], [0.41, 5.14, 0.35], [1.31, 6.28, -0.02], [1.16, 7.15, 1.10], [0.89, 6.35, 2.17], [0.95, 6.71, 3.31], [0.57, 5.09, 1.77], [0.03, 3.08, -0.17], [0.98, 3.97, -1.38], [1.72, 3.43, 0.15], [-0.64, 5.36, 0.13], [1.00, 6.77, -0.94], [2.36, 6.00, -0.10]]
}

***

Entry 6:
{
  "formula": "C14H26BClN3O7",
  "method": "ωB97M-V/def2-TZVPD",
  "homo_ev": -4.8,
  "gap_ev": 6.40,
  "max_force_ha_per_bohr": 0.0802,
  "total_charge": -1,
  "elements": ["C", "C", "C", "C", "C", "C", "C", "C", "C", "O", "C", "B", "Cl", "C", "H", "H", "H", "H", "H", "H", "H", "H", "H", "H", "H", "H", "H", "H", "H", "H", "H", "C", "N", "O", "O", "H", "H", "H", "C", "N", "O", "O", "H", "H", "H", "C", "N", "O", "O", "H", "H", "H"],
  "xyz": [[0.12, 2.80, 3.95], [0.14, 1.75, 2.74], [0.16, 2.36, 1.30], [0.14, 1.39, 0.10], [0.10, -0.18, 0.25], [0.07, -1.11, -1.04], [-1.47, -1.50, -1.35], [0.70, -0.33, -2.32], [0.09, -0.78, 1.67], [0.02, -2.15, 2.01], [1.24, -2.89, 1.66], [2.64, -2.05, 1.84], [4.04, -3.30, 1.50], [0.11, 0.22, 2.89], [0.23, 3.89, 3.57], [-0.93, 2.76, 4.43], [0.87, 2.54, 4.77], [0.15, 3.50, 1.13], [0.12, 1.89, -0.94], [0.75, -2.02, -0.88], [-1.44, -2.44, -2.03], [-1.99, -1.73, -0.35], [-1.92, -0.59, -1.88], [1.69, 0.15, -1.95], [1.01, -1.11, -3.10], [-0.05, 0.45, -2.69], [1.14, -3.39, 0.62], [1.29, -3.78, 2.40], [2.77, -1.53, 2.90], [2.77, -1.22, 0.99], [0.08, -0.20, 3.96], [-3.91, 3.81, 0.71], [-2.58, 4.45, 0.71], [-2.03, 4.62, -0.37], [-2.12, 4.78, 1.80], [-4.19, 3.57, -0.31], [-3.84, 2.90, 1.31], [-4.62, 4.51, 1.15], [5.66, -4.11, -1.71], [6.84, -4.40, -2.56], [7.88, -4.71, -1.99], [6.70, -4.30, -3.77], [5.93, -4.23, -0.67], [5.35, -3.08, -1.91], [4.87, -4.81, -1.99], [-5.12, 1.76, -2.86], [-4.71, 0.87, -1.74], [-5.10, 1.17, -0.62], [-4.02, -0.09, -2.02], [-5.73, 2.57, -2.46], [-4.21, 2.15, -3.32], [-5.70, 1.16, -3.56]]
}

***

Entry 7:
{
  "formula": "C14H26F3N2O",
  "method": "ωB97M-V/def2-TZVPD",
  "homo_ev": [-8.4, -9.3],
  "gap_ev": [9.02, 9.65],
  "multiplicity": 2,
  "max_force_ha_per_bohr": 0.0417,
  "s2": 0.754,
  "elements": ["C", "C", "C", "C", "C", "C", "C", "N", "C", "C", "C", "F", "F", "F", "C", "C", "C", "C", "N", "O", "H", "H", "H", "H", "H", "H", "H", "H", "H", "H", "H", "H", "H", "H", "H", "H", "H", "H", "H", "H", "H", "H", "H", "H", "H", "H"],
  "xyz": [[-0.83, -0.95, 2.72], [-0.60, 0.19, 1.71], [-0.32, 1.43, 2.56], [0.68, -0.18, 0.91], [0.73, 0.13, -0.63], [1.96, 1.06, -0.86], [3.34, 0.41, -0.92], [3.84, -0.24, 0.29], [0.98, -1.19, -1.36], [-0.29, -2.03, -1.56], [-0.18, -3.47, -1.11], [0.69, -3.68, -0.14], [-1.36, -3.89, -0.63], [0.09, -4.28, -2.13], [-0.50, 0.88, -1.21], [-1.73, 1.14, -0.30], [-2.98, 0.86, -1.15], [-1.80, 2.65, 0.03], [-1.82, 0.30, 0.89], [-2.45, -0.80, 0.73], [-0.77, -1.92, 2.25], [-0.10, -0.85, 3.51], [-1.80, -0.83, 3.19], [0.48, 1.21, 3.25], [0.05, 2.24, 1.94], [-1.20, 1.74, 3.11], [0.84, -1.24, 1.05], [1.50, 0.31, 1.40], [1.84, 1.58, -1.81], [1.94, 1.85, -0.11], [3.46, -0.24, -1.76], [4.04, 1.22, -1.11], [3.33, -1.09, 0.51], [3.74, 0.38, 1.08], [1.76, -1.77, -0.88], [1.36, -0.92, -2.33], [-1.19, -1.62, -1.11], [-0.49, -2.07, -2.62], [-0.85, 0.40, -2.11], [-0.16, 1.85, -1.54], [-3.12, 1.67, -1.85], [-3.86, 0.85, -0.52], [-2.90, -0.09, -1.66], [-2.17, 3.20, -0.82], [-0.78, 3.00, 0.19], [-2.39, 2.82, 0.93]]
}

***

Entry 8:
{
  "formula": "C14H26F3O5PSSi",
  "method": "ωB97M-V/def2-TZVPD",
  "homo_ev": -9.2,
  "smiles": "CCOP(=O)(CCC[Si@@](S)(CCC(F)=C(F)F)COC(C)=O)OCC",
  "gap_ev": 9.54,
  "max_force_ha_per_bohr": 0.0843,
  "elements": ["C", "C", "O", "P", "O", "C", "C", "C", "Si", "S", "C", "C", "C", "F", "C", "F", "F", "C", "O", "C", "C", "O", "O", "C", "C", "H", "H", "H", "H", "H", "H", "H", "H", "H", "H", "H", "H", "H", "H", "H", "H", "H", "H", "H", "H", "H", "H", "H", "H", "H", "H"],
  "xyz": [[-4.43, -1.90, -1.72], [-3.19, -1.56, -0.76], [-2.86, -0.14, -0.73], [-2.06, 0.34, -2.17], [-2.92, 1.46, -2.79], [-0.38, 1.15, -1.75], [-0.09, 1.13, -0.15], [0.95, 2.29, 0.21], [2.56, 1.70, 1.05], [4.19, 2.49, -0.19], [2.86, 2.48, 2.80], [1.52, 2.64, 3.66], [0.66, 1.32, 3.80], [1.23, 0.26, 4.54], [-0.63, 1.14, 3.26], [-1.04, -0.08, 2.68], [-1.51, 2.24, 3.34], [2.82, -0.21, 1.05], [1.91, -0.92, 1.94], [2.66, -1.86, 2.71], [2.38, -3.42, 2.61], [3.52, -1.46, 3.51], [-1.82, -0.95, -3.25], [-2.23, -0.61, -4.60], [-2.15, -1.99, -5.45], [-4.27, -1.58, -2.80], [-4.63, -3.02, -1.73], [-5.36, -1.34, -1.35], [-3.51, -1.88, 0.29], [-2.30, -2.22, -1.05], [0.43, 0.58, -2.33], [-0.44, 2.24, -2.09], [-1.09, 1.33, 0.37], [0.25, 0.08, 0.09], [1.23, 2.80, -0.78], [0.50, 3.11, 0.88], [5.31, 1.88, 0.40], [3.25, 3.54, 2.61], [3.69, 1.92, 3.33], [0.83, 3.47, 3.32], [1.84, 2.93, 4.73], [2.57, -0.56, -0.02], [3.92, -0.44, 1.23], [2.97, -3.85, 1.73], [1.27, -3.58, 2.48], [2.77, -3.87, 3.59], [-1.52, 0.14, -5.09], [-3.30, -0.27, -4.65], [-1.34, -2.62, -4.94], [-3.13, -2.54, -5.32], [-1.90, -1.79, -6.55]]
}